16
Properties=species:S:1:pos:R:3:lowdin_charge:R:1 method="wB97M-V/def2-TZVPD" energy_ha=-1029.02893 e_homo_ev=-9.014 multiplicity=1 de_lowest_ev=0.816 smiles=CCSS.O.O
C 1.0710 -3.0360 -0.7410 -0.169
C 0.8053 -1.9149 -1.7266 -0.673
S 0.3949 -0.3297 -0.9935 0.398
S -0.0701 0.8555 -2.6535 0.317
H 1.9682 -2.9033 -0.1400 0.070
H 1.0891 -3.9440 -1.3429 0.074
H 0.2831 -3.2077 -0.0081 0.068
H 0.0934 -2.2530 -2.4892 0.070
H 1.6368 -1.6625 -2.3986 0.058
H 1.2199 1.0021 -2.9414 -0.212
O -2.2395 4.4441 1.5306 -0.049
H -2.6398 4.5367 2.4113 0.045
H -2.2102 3.5327 1.3210 0.005
O 0.0643 -0.9338 6.6896 -0.048
H 0.1096 -0.9101 5.7390 0.023
H 0.2464 -1.8406 6.9233 0.026